Entry from the Open Molecules 2025 dataset: an isolated ion of composition C3H5FO2P and charge -1 (ωB97M-V/def2-TZVPD).

Computed properties:
SMILES   C=C(F)[P@](=C)([O-])O
Total charge   -1
Max |F|   3.5 eV Å⁻¹
Multiplicity   1
Frontier orbital gap   7.422 eV
Energy relative to the best compared isomer or geometry (same formula, charge and spin)   310.2 kJ/mol
HOMO level   -0.1203 Eh

```
12
C3H5FO2P | the Open Molecules 2025 dataset | ωB97M-V/def2-TZVPD
C 0.131 0.478 -1.845
C -0.308 -0.079 2.049
C -0.193 -0.490 -1.039
O 1.978 0.166 0.350
O 1.178 -2.169 0.850
F -1.443 -1.213 -1.133
P 0.673 -0.583 0.679
H 0.989 1.113 -1.553
H -0.699 0.874 -2.565
H -0.144 0.988 2.073
H -1.408 -0.172 1.757
H 2.047 -1.898 0.487
```


Entry from the Open Molecules 2025 dataset: a 2-piece molecular cluster, C3H5FO2S overall (ωB97M-V/def2-TZVPD).

Computed properties:
Max |F|   2.9 eV Å⁻¹
Multiplicity   1
Frontier orbital gap   7.604 eV
Energy relative to the best compared isomer or geometry (same formula, charge and spin)   386.9 kJ/mol
HOMO level   -0.3335 Eh

```
12
C3H5FO2S | the Open Molecules 2025 dataset | ωB97M-V/def2-TZVPD
C 0.927 -0.181 -1.325
C -1.718 0.717 0.734
C 1.885 -0.418 -0.183
O 0.093 0.713 -1.339
O -1.378 -0.540 0.246
F 2.130 0.621 0.595
S -0.275 -1.551 0.903
H 0.959 -1.138 -1.923
H -1.183 0.948 1.638
H -2.750 0.692 1.006
H -1.452 1.363 -0.065
H 2.762 -1.227 -0.288
```


Entry from the Open Molecules 2025 dataset: the molecule C3H5FOS (ωB97M-V/def2-TZVPD).

Computed properties:
SMILES   FCCOC=S
Max |F|   4.3 eV Å⁻¹
Multiplicity   1
Frontier orbital gap   9.428 eV
Energy relative to the best compared isomer or geometry (same formula, charge and spin)   86.8 kJ/mol
HOMO level   -0.3398 Eh

```
11
C3H5FOS | the Open Molecules 2025 dataset | ωB97M-V/def2-TZVPD
C 1.631 0.005 1.260
C 0.354 0.065 0.627
C -0.912 -1.041 -0.988
H 1.904 -0.668 2.082
H 2.373 -0.159 0.487
H -0.447 0.275 1.317
H 0.341 0.871 -0.047
H -1.151 -2.029 -1.421
O 0.124 -1.106 -0.146
F 1.917 1.296 1.824
S -1.731 0.295 -1.441
```


Entry from the Open Molecules 2025 dataset: C3H5FeO4 as an isolated structure (ωB97M-V/def2-TZVPD).

Computed properties:
Total charge   +1
Max |F|   5.1 eV Å⁻¹
Multiplicity   7
Frontier orbital gap (alpha / beta)   9.082 / 6.129 eV
Energy relative to the best compared isomer or geometry (same formula, charge and spin)   157.4 kJ/mol
HOMO level (alpha / beta)   -0.5022 / -0.5518 Eh

```
13
C3H5FeO4 | the Open Molecules 2025 dataset | ωB97M-V/def2-TZVPD
O -0.769 1.251 -0.700
C 0.351 -0.423 0.278
C -2.016 0.762 -0.253
O 1.146 -0.022 1.180
O -0.753 -1.102 0.621
C -1.949 -0.746 -0.086
H -2.778 1.014 -1.003
H -2.269 1.215 0.722
H -1.945 -1.243 -1.068
H -2.776 -1.107 0.535
Fe 2.676 -0.173 -0.074
O 0.870 -0.572 -0.940
H -0.143 0.559 -1.420
```


Entry from the Open Molecules 2025 dataset: C3H5HgLiO3 as an isolated structure (ωB97M-V/def2-TZVPD).

Computed properties:
Max |F|   3.6 eV Å⁻¹
Multiplicity   3
Frontier orbital gap (alpha / beta)   4.516 / 7.497 eV
Energy relative to the best compared isomer or geometry (same formula, charge and spin)   0.0 kJ/mol
HOMO level (alpha / beta)   -0.1653 / -0.3532 Eh

```
13
C3H5HgLiO3 | the Open Molecules 2025 dataset | ωB97M-V/def2-TZVPD
O -1.196 2.377 0.348
C -0.764 1.045 0.514
C -0.378 0.507 -0.851
O 0.409 -2.601 0.133
H -1.406 2.757 1.204
H -1.565 0.414 0.937
H 0.115 0.991 1.180
H 0.619 0.871 -1.142
H -1.082 0.868 -1.612
O -0.448 -0.929 -0.897
C 0.684 -1.561 -0.510
Li 1.902 -3.624 0.609
Hg 3.110 -1.116 0.088
```


Entry from the Open Molecules 2025 dataset: a 2-piece molecular cluster, C3H5I3Si overall (ωB97M-V/def2-TZVPD).

Computed properties:
SMILES   I[SiH](I)I.C1=CC1
Max |F|   4.9 eV Å⁻¹
Multiplicity   1
Frontier orbital gap   8.968 eV
Energy relative to the best compared isomer or geometry (same formula, charge and spin)   300.5 kJ/mol
HOMO level   -0.3540 Eh

```
12
C3H5I3Si | the Open Molecules 2025 dataset | ωB97M-V/def2-TZVPD
C 0.156 0.353 0.260
C -0.749 1.545 -0.062
C -0.212 1.588 1.082
Si 4.592 -0.197 -0.149
I 5.826 0.807 -1.943
I 4.631 1.186 1.939
I 5.632 -2.396 0.321
H -0.353 -0.611 0.402
H 1.086 0.253 -0.069
H -1.256 1.849 -0.947
H 3.345 -0.717 -0.772
H -0.297 2.046 2.065
```


Entry from the Open Molecules 2025 dataset: a 2-piece molecular cluster, C3H5IN2 overall (ωB97M-V/def2-TZVPD).

Computed properties:
Max |F|   4.3 eV Å⁻¹
Multiplicity   1
Frontier orbital gap   9.263 eV
Energy relative to the best compared isomer or geometry (same formula, charge and spin)   226.9 kJ/mol
HOMO level   -0.3168 Eh

```
11
C3H5IN2 | the Open Molecules 2025 dataset | ωB97M-V/def2-TZVPD
C -0.579 -2.270 -0.193
C -0.306 3.217 0.576
C 0.732 -2.323 -0.207
N 0.129 2.188 0.031
N 0.330 1.137 -0.313
I 1.874 -1.652 -1.845
H -1.137 -2.750 0.709
H -1.160 -1.832 -0.910
H 0.084 4.180 0.152
H -1.140 2.999 1.359
H 1.172 -2.894 0.643
```


Entry from the Open Molecules 2025 dataset: the molecule C3H5IN2O5 (ωB97M-V/def2-TZVPD).

Computed properties:
Max |F|   2.3 eV Å⁻¹
Multiplicity   1
Frontier orbital gap (alpha / beta)   6.444 / 6.140 eV
Energy relative to the best compared isomer or geometry (same formula, charge and spin)   347.7 kJ/mol
HOMO level (alpha / beta)   -0.3396 / -0.3370 Eh

```
16
C3H5IN2O5 | the Open Molecules 2025 dataset | ωB97M-V/def2-TZVPD
C 1.166 1.182 -0.865
C -2.175 -0.991 1.164
C -0.238 1.363 -0.750
N -0.962 0.676 -1.670
N -0.815 1.986 0.384
O -0.566 -0.314 -2.334
O -2.186 0.952 -1.697
O -0.104 2.413 1.290
O -2.045 2.149 0.489
O 1.495 -0.202 -0.725
I -3.572 -0.221 -0.007
H 1.365 1.443 -1.900
H 1.653 1.701 -0.068
H -1.757 -0.499 2.093
H -1.787 -2.027 0.984
H 0.824 -0.760 -1.196
```